Here is a structure of composition C4H6F18NaO3P3 from OMol25. Energies are from wB97M-V/def2-TZVPD.

Geometry as XYZ:
```
35
Properties=species:S:1:pos:R:3:lowdin_charge:R:1
Na -0.561 -1.167 0.075 0.471
P 1.894 -2.325 -2.051 0.243
F 0.757 -2.674 -3.158 -0.143
F 3.065 -1.669 -2.952 -0.160
F 1.220 -0.881 -1.661 -0.183
F 2.941 -1.957 -0.748 -0.248
F 1.044 -3.036 -0.909 -0.153
F 2.570 -3.813 -2.271 -0.189
P -2.779 0.791 1.145 0.289
F -1.833 2.147 0.895 -0.182
F -4.225 1.397 0.572 -0.187
F -2.555 0.158 -0.377 -0.172
F -3.517 -0.533 1.612 -0.146
F -1.378 -0.031 1.642 -0.227
F -3.040 1.315 2.631 -0.149
P -2.007 -3.947 1.087 0.175
F -2.162 -4.885 2.420 -0.178
F -3.147 -4.769 0.245 -0.187
F -3.277 -3.068 1.640 -0.176
F -1.797 -3.028 -0.196 -0.165
F -0.914 -3.009 1.675 -0.117
F -0.805 -4.973 0.525 -0.196
C 1.934 1.440 0.052 0.017
C 1.509 2.781 -0.630 -0.319
C 0.650 3.682 0.240 -0.115
O 1.266 4.964 0.246 0.092
C 2.363 4.891 -0.521 -0.549
O 3.162 5.741 -0.804 0.131
O 2.620 3.598 -0.854 0.089
H 2.647 0.842 -0.517 0.085
H 1.122 0.742 0.258 0.062
H 2.168 1.810 1.050 0.088
H 0.837 2.583 -1.465 0.152
H 0.608 3.185 1.209 0.125
H -0.384 3.697 -0.105 0.122
```

Results
E_HOMO in eV: -6.5
Multiplicity: 1
Charge: -2
Lowest unoccupied orbital energy in eV: 4.136

Here is an isolated molecule of C4H6F2 from OMol25. Energies are from wB97M-V/def2-TZVPD.

Geometry as XYZ:
```
12
Properties=species:S:1:pos:R:3:lowdin_charge:R:1
F -2.072 -0.245 -0.017 0.005
C -1.211 0.762 0.032 -0.215
C 0.161 0.413 -0.099 -0.614
F 0.987 1.391 -0.110 0.092
C 0.896 -0.686 0.786 -0.009
C 0.609 -0.829 -0.774 -0.048
H -1.431 1.120 1.062 0.138
H -1.563 1.665 -0.755 0.189
H 1.899 -0.299 1.013 0.100
H 0.202 -1.176 1.538 0.114
H -0.163 -1.351 -1.285 0.080
H 1.688 -0.764 -1.390 0.168
```

Results
E_HOMO in eV: -9.5
Multiplicity: 1
Charge: 0
Lowest unoccupied orbital energy in eV: 1.125

Here is a structure of composition C4H6F2S from OMol25. Energies are from wB97M-V/def2-TZVPD.

Geometry as XYZ:
```
13
Properties=species:S:1:pos:R:3:lowdin_charge:R:1
C 0.365 1.002 -0.818 0.038
C 0.230 0.226 0.251 -0.215
C -0.927 -0.484 0.847 -0.080
C 1.824 -0.462 1.041 -0.760
F 2.738 0.512 1.039 0.037
F 1.509 -0.716 2.339 0.010
S 2.319 -2.009 0.117 0.765
H 1.388 0.964 -1.128 0.049
H -0.404 1.541 -1.235 0.040
H -1.786 0.119 0.826 0.064
H -1.125 -1.375 0.229 0.098
H -0.799 -0.830 1.838 0.058
H 2.510 -1.187 -0.980 -0.106
```

Results
E_HOMO in eV: -9.3
Multiplicity: 1
Charge: 0
Lowest unoccupied orbital energy in eV: 0.659

Here is an isolated molecule of C4H6F3N from OMol25. Energies are from wB97M-V/def2-TZVPD.

Geometry as XYZ:
```
14
Properties=species:S:1:pos:R:3:lowdin_charge:R:1
N -0.645 -1.149 -1.200 0.067
C -1.047 0.109 -0.474 -0.323
C -0.858 -0.103 0.942 -0.260
F -0.663 -1.422 1.226 -0.006
C 0.545 0.653 0.871 -0.179
F 1.637 -0.131 0.630 0.036
C -0.080 1.231 -0.478 -0.167
F 0.874 1.006 -1.517 -0.051
H 0.476 -1.110 -1.334 0.146
H -0.951 -1.973 -0.630 0.089
H -2.027 0.498 -0.683 0.133
H -1.570 0.418 1.791 0.205
H 0.781 1.446 1.567 0.135
H -0.183 2.348 -0.530 0.172
```

Results
E_HOMO in eV: -9.5
Multiplicity: 1
Charge: 0
Lowest unoccupied orbital energy in eV: 0.654

Here is a cluster of 2 separate species, C4H6F3N4 in total from OMol25. Energies are from wB97M-V/def2-TZVPD.

Geometry as XYZ:
```
17
Properties=species:S:1:pos:R:3:lowdin_charge:R:1
C -1.963 -2.305 -0.416 0.110
C -1.025 -1.978 0.244 -0.275
C 0.099 1.122 0.008 -0.396
C 2.209 -0.027 -0.202 -0.430
N 1.116 0.522 -0.546 0.230
N -1.008 0.572 0.317 0.073
N 3.074 -0.569 -1.027 0.245
N -2.099 1.402 0.714 0.200
F -0.004 -1.751 0.994 0.108
F 0.186 2.485 0.086 0.101
F 2.552 -0.086 1.084 0.159
H -2.776 -2.554 -1.028 0.025
H 2.893 -0.563 -2.019 0.145
H 3.900 -1.023 -0.664 0.145
H -1.873 2.418 0.730 0.179
H -2.396 1.106 1.660 0.192
H -2.885 1.229 0.066 0.190
```

Results
E_HOMO in eV: -13.2
Multiplicity: 1
Charge: +1
Lowest unoccupied orbital energy in eV: -3.481

Here is an isolated molecule of C4H6F3P from OMol25. Energies are from wB97M-V/def2-TZVPD.

Geometry as XYZ:
```
14
Properties=species:S:1:pos:R:3:lowdin_charge:R:1
C 1.224 -0.318 -0.278 -0.349
C 1.014 -0.633 1.126 0.015
C 0.468 0.929 -0.801 -0.351
C -1.815 -0.610 0.039 -0.487
F -2.940 -0.651 0.763 0.042
F -1.817 -1.663 -0.799 0.026
F -1.490 1.768 0.747 -0.319
P -1.391 0.991 -0.683 0.964
H 2.273 -0.029 -0.433 0.110
H 1.023 -1.186 -0.907 0.103
H 0.919 -1.651 1.455 0.049
H 1.008 0.152 1.858 0.054
H 0.788 1.812 -0.239 0.079
H 0.737 1.090 -1.847 0.066
```

Results
E_HOMO (spin up / spin down) in eV: -8.3 / -8.2
Multiplicity: 1
Charge: 0
Lowest unoccupied orbital energy (spin up / spin down) in eV: -0.143 / 0.343

Here is a structure of composition C4H6F6NO5S2Sn from OMol25. Energies are from wB97M-V/def2-TZVPD.

Geometry as XYZ:
```
25
Properties=species:S:1:pos:R:3:lowdin_charge:R:1
Sn 12.398 13.158 -25.811 1.854
C 12.711 11.006 -29.685 -0.602
F 13.776 10.321 -29.902 0.206
F 13.062 12.270 -29.352 0.112
F 11.891 10.902 -30.735 0.201
S 11.782 10.006 -28.197 0.655
O 10.487 10.604 -28.033 -0.256
O 11.690 8.670 -28.739 -0.195
N 12.766 10.362 -26.834 -0.320
S 13.428 9.048 -26.635 0.593
O 12.487 8.075 -26.093 -0.078
O 14.327 8.659 -27.762 -0.089
C 14.649 9.287 -25.176 -0.571
F 15.778 9.790 -25.624 0.177
F 14.084 10.141 -24.310 0.106
F 15.000 8.129 -24.460 0.140
C 12.486 17.137 -28.838 -0.058
C 11.942 15.725 -28.841 -0.266
O 11.488 15.387 -27.506 -0.222
H 13.267 17.349 -28.108 0.086
H 11.684 17.845 -28.630 0.091
H 12.947 17.427 -29.783 0.100
H 12.636 14.955 -29.181 0.104
H 11.068 15.654 -29.487 0.131
H 10.794 16.035 -27.363 0.103
```

Results
E_HOMO (spin up / spin down) in eV: -18.4 / -18.3
Multiplicity: 2
Charge: +2
Lowest unoccupied orbital energy (spin up / spin down) in eV: -12.186 / -12.323

Here is the ion C4H6FN2O2S with charge +1 from OMol25. Energies are from wB97M-V/def2-TZVPD.

Geometry as XYZ:
```
16
Properties=species:S:1:pos:R:3:lowdin_charge:R:1
C -1.120 0.658 0.321 0.060
N 0.116 0.098 -0.171 -0.056
C 0.350 -1.244 -0.147 0.051
C 1.705 -1.396 -0.305 -0.022
N 2.224 -0.179 -0.400 -0.110
S 3.939 0.095 -0.234 0.900
O 4.141 1.487 -0.453 -0.175
O 4.690 -1.025 -0.491 -0.135
F 3.743 0.083 1.756 -0.294
C 1.252 0.721 -0.235 -0.017
H -1.866 0.001 0.131 0.071
H -1.102 1.106 1.258 0.095
H -1.274 1.597 -0.385 0.167
H -0.401 -1.923 -0.063 0.121
H 2.397 -2.300 -0.341 0.182
H 1.533 1.715 -0.179 0.161
```

Results
E_HOMO in eV: -15.3
Multiplicity: 1
Charge: +1
Lowest unoccupied orbital energy in eV: -5.222

Here is an isolated molecule of C4H6FN3 from OMol25. Energies are from wB97M-V/def2-TZVPD.

Geometry as XYZ:
```
14
Properties=species:S:1:pos:R:3:lowdin_charge:R:1
H -3.347 -0.828 -0.630 0.075
N -2.827 0.132 -0.449 0.037
C -1.578 -0.326 -0.325 -0.240
N -0.723 0.819 -0.090 0.014
C 0.639 0.935 -0.189 -0.384
N 1.328 2.122 0.189 0.059
H 2.361 1.981 -0.208 0.073
C 1.223 -0.453 -0.305 -0.297
C 1.154 -1.204 0.957 0.061
F 2.219 -0.451 -1.235 0.034
H -1.175 -1.312 -0.794 0.148
H -1.269 1.704 0.212 0.183
H 0.476 -0.763 1.911 0.140
H 1.518 -2.355 0.956 0.098
```

Results
E_HOMO in eV: -8.8
Multiplicity: 1
Charge: 0
Lowest unoccupied orbital energy in eV: -0.263

Here is a cluster of 2 separate species, C4H6FN5O in total from OMol25. Energies are from wB97M-V/def2-TZVPD.

Geometry as XYZ:
```
17
Properties=species:S:1:pos:R:3:lowdin_charge:R:1
C -1.941 -0.246 0.719 0.097
C -1.576 1.172 0.089 -0.430
C 0.254 -1.811 0.064 -0.264
C 0.756 0.653 0.353 -0.460
N -0.346 1.548 0.312 0.119
N -0.202 -2.899 -0.178 0.202
N 0.508 -0.688 0.477 0.171
N -2.550 1.940 -0.274 0.184
N 1.940 1.082 0.248 0.147
O 3.246 -0.870 -0.385 -0.021
F -2.681 -0.997 -0.067 0.031
H 0.030 -3.629 -0.795 0.067
H -3.424 1.482 -0.504 0.122
H -2.461 2.883 -0.476 0.097
H 2.033 2.034 0.012 0.065
H 2.985 -0.190 0.027 -0.194
H 3.429 -1.463 0.379 0.067
```

Results
E_HOMO (spin up / spin down) in eV: -9.1 / -9.1
Multiplicity: 1
Charge: 0
Lowest unoccupied orbital energy (spin up / spin down) in eV: -0.765 / -0.766

Here is an isolated molecule of C4H6FNO from OMol25. Energies are from wB97M-V/def2-TZVPD.

Geometry as XYZ:
```
13
Properties=species:S:1:pos:R:3:lowdin_charge:R:1
C -1.483 -0.680 0.225 -0.031
C -0.280 -0.161 -0.651 -0.346
O -0.554 1.251 -0.887 -0.105
N 0.462 2.015 -0.235 0.136
C 1.199 1.168 0.430 -0.046
C 0.947 -0.219 0.045 -0.327
F 2.068 -0.866 -0.602 -0.031
H -1.193 -1.597 0.817 0.089
H -1.532 0.294 0.788 0.096
H -2.456 -0.954 -0.387 0.116
H -0.090 -1.055 -1.451 0.209
H 1.992 1.564 0.946 0.098
H 0.920 -0.759 0.963 0.141
```

Results
E_HOMO in eV: -10.2
Multiplicity: 1
Charge: 0
Lowest unoccupied orbital energy in eV: 0.582

Here is an isolated molecule of C4H6FNO2 from OMol25. Energies are from wB97M-V/def2-TZVPD.

Geometry as XYZ:
```
14
Properties=species:S:1:pos:R:3:lowdin_charge:R:1
C -1.389 -0.597 0.348 0.012
C -0.034 -0.388 -0.267 -0.485
O -0.076 -0.724 -1.670 0.008
C 0.975 -1.331 0.313 -0.130
N 1.824 -1.853 0.888 0.179
C 0.401 1.091 -0.176 -0.385
O 0.185 1.623 1.116 0.025
F 1.643 1.036 -0.648 0.080
H -2.163 -0.543 -0.418 0.105
H -1.448 0.203 1.126 0.101
H -1.369 -1.490 0.934 0.082
H 0.713 -0.527 -2.143 0.084
H -0.295 1.593 -0.930 0.190
H 1.033 1.904 1.528 0.134
```

Results
E_HOMO in eV: -11.1
Multiplicity: 1
Charge: 0
Lowest unoccupied orbital energy in eV: 0.650

Here is an isolated molecule of C4H6FNS from OMol25. Energies are from wB97M-V/def2-TZVPD.

Geometry as XYZ:
```
13
Properties=species:S:1:pos:R:3:lowdin_charge:R:1
F -0.525 1.879 -0.429 -0.062
C 0.637 1.574 0.287 -0.194
C 1.155 0.152 0.043 -0.682
S 2.723 -0.234 -0.166 0.745
C 0.133 -0.956 0.107 -0.367
C -1.041 -0.905 -0.778 -0.097
N -1.137 -0.503 0.657 0.033
H 0.374 1.624 1.296 0.102
H 1.353 2.330 -0.017 0.112
H 0.526 -1.918 0.345 0.117
H -1.080 -0.067 -1.413 0.078
H -1.553 -1.786 -1.193 0.118
H -1.565 -1.191 1.260 0.096
```

Results
E_HOMO in eV: -8.9
Multiplicity: 1
Charge: 0
Lowest unoccupied orbital energy in eV: -0.417

Here is an isolated molecule of C4H6FNS from OMol25. Energies are from wB97M-V/def2-TZVPD.

Geometry as XYZ:
```
13
Properties=species:S:1:pos:R:3:lowdin_charge:R:1
F -0.048 -1.892 -0.778 -0.081
C 0.496 -1.281 0.363 -0.241
C -0.088 0.100 0.601 -0.708
S -0.774 0.386 2.044 0.754
C 0.127 1.054 -0.560 -0.314
C -0.181 0.736 -1.963 -0.141
N 1.199 0.755 -1.543 0.042
H 1.605 -1.141 0.085 0.141
H 0.230 -2.004 1.200 0.117
H -0.093 2.061 -0.233 0.122
H -0.577 -0.221 -2.271 0.104
H -0.521 1.589 -2.508 0.102
H 1.649 1.624 -1.830 0.103
```

Results
E_HOMO in eV: -9.0
Multiplicity: 1
Charge: 0
Lowest unoccupied orbital energy in eV: -0.500

Here is a structure of composition C4H6FNaO4 from OMol25. Energies are from wB97M-V/def2-TZVPD.

Geometry as XYZ:
```
16
Properties=species:S:1:pos:R:3:lowdin_charge:R:1
C 0.881 -2.970 -2.099 -0.496
O 1.597 -1.926 -1.585 -0.459
H 0.158 -2.679 -2.904 0.023
H 1.520 -3.767 -2.565 0.033
H 0.255 -3.511 -1.343 0.022
C -0.885 2.145 1.467 -0.599
O 0.384 1.764 1.431 0.126
C 0.498 0.521 0.665 -0.229
C -0.857 0.447 -0.020 -0.002
O -1.659 1.377 0.745 0.103
O -1.265 3.157 2.021 0.060
F 0.658 -0.468 1.594 0.077
H 1.368 0.630 0.015 0.168
H -0.808 0.785 -1.058 0.149
H -1.307 -0.546 0.045 0.155
Na -0.538 5.042 3.590 0.870
```

Results
E_HOMO (spin up / spin down) in eV: -4.4 / -4.3
Multiplicity: 1
Charge: 0
Lowest unoccupied orbital energy (spin up / spin down) in eV: -2.899 / -2.824

Here is a structure of composition C4H6FNaO4 from OMol25. Energies are from wB97M-V/def2-TZVPD.

Geometry as XYZ:
```
16
Properties=species:S:1:pos:R:3:lowdin_charge:R:1
C -3.603 1.682 0.925 -0.107
O -2.979 1.874 -0.327 -0.143
H -4.210 2.574 1.133 0.096
H -4.246 0.786 0.926 0.083
H -2.861 1.558 1.732 0.092
C -0.858 -0.577 0.548 -0.562
O -0.977 0.685 0.158 0.113
C -2.003 0.837 -0.846 -0.153
C -2.581 -0.587 -0.907 -0.038
O -1.876 -1.294 0.122 0.083
O 0.226 -1.035 0.854 0.109
F 1.760 0.856 -1.332 -0.730
H -1.754 1.274 -1.815 0.174
H -3.653 -0.634 -0.695 0.131
H -2.408 -1.063 -1.877 0.142
Na 2.689 -0.349 0.302 0.712
```

Results
E_HOMO in eV: -8.6
Multiplicity: 1
Charge: 0
Lowest unoccupied orbital energy in eV: -0.489